Arrangement 1

137
Properties=species:S:1:pos:R:3:lowdin_charge:R:1 method="wB97M-V/def2-TZVPD" homo_energy_ha=-0.202
Sc -0.675 -1.665 -0.907 0.53
C -1.202 0.170 -5.386 -0.04
C -1.383 -0.691 -4.295 -0.12
N -1.495 -0.266 -3.060 0.09
C -1.494 1.061 -2.837 -0.15
C -1.378 2.010 -3.862 -0.14
C -1.186 1.523 -5.163 -0.01
C -1.515 3.408 -3.550 -0.02
C -1.829 3.794 -2.299 -0.01
C -1.962 2.835 -1.232 -0.14
C -2.373 3.191 0.071 0.01
C -2.449 2.225 1.029 -0.04
C -2.031 0.919 0.720 -0.16
N -1.683 0.550 -0.499 0.08
C -1.702 1.493 -1.476 -0.16
H -1.093 -0.235 -6.384 0.11
H -1.444 -1.767 -4.431 0.12
H -1.052 2.223 -5.981 0.12
H -1.410 4.135 -4.348 0.11
H -1.992 4.841 -2.071 0.12
H -2.626 4.224 0.285 0.12
H -2.795 2.433 2.032 0.11
H -2.008 0.168 1.500 0.01
S -3.043 -1.024 3.535 0.40
C -1.697 -1.684 2.725 -1.76
S -2.044 -2.362 1.106 0.45
S -0.156 -1.834 3.365 0.52
C 4.618 -2.791 -2.507 -0.06
C 4.127 -2.946 -1.088 -0.29
O 3.053 -2.019 -0.881 -0.28
P 1.872 -2.402 0.149 0.19
O 0.964 -1.174 0.164 -0.47
Te 0.703 -4.346 -0.567 0.70
O 2.732 -2.548 1.457 -0.26
C 2.587 -3.561 2.480 -0.32
C 3.871 -4.354 2.557 -0.07
H 5.466 -3.458 -2.680 0.08
H 4.937 -1.763 -2.697 0.07
H 3.823 -3.049 -3.211 0.06
H 4.918 -2.735 -0.367 0.12
H 3.778 -3.967 -0.924 0.07
H 1.735 -4.196 2.247 0.06
H 2.372 -3.044 3.409 0.08
H 4.018 -4.952 1.654 0.07
H 3.837 -5.026 3.418 0.08
H 4.725 -3.684 2.674 0.08
C 2.008 0.866 -2.055 -0.03
N 2.122 0.089 -3.289 -0.04
C 3.122 0.514 -4.257 -0.14
C 2.713 0.051 -5.638 -0.14
C 2.587 -1.457 -5.616 -0.15
N 1.775 -1.890 -4.486 -0.07
C 1.226 -3.236 -4.570 -0.03
C 1.535 -1.125 -3.389 -0.46
O 0.770 -1.546 -2.504 -0.14
H 2.105 1.924 -2.300 0.09
H 2.764 0.583 -1.323 0.09
H 1.044 0.709 -1.589 0.04
H 4.107 0.109 -3.997 0.12
H 3.189 1.599 -4.209 0.12
H 3.448 0.355 -6.383 0.12
H 1.751 0.502 -5.890 0.11
H 3.579 -1.917 -5.554 0.12
H 2.114 -1.822 -6.530 0.12
H 0.473 -3.295 -5.363 0.09
H 0.780 -3.516 -3.621 0.04
H 2.026 -3.942 -4.802 0.10
C 1.509 5.977 0.550 -0.10
C 2.589 6.313 1.579 -0.25
C 3.887 5.544 1.344 -0.19
C 3.733 4.034 1.527 -0.16
N 3.001 3.654 2.728 -0.02
C 1.989 2.723 2.739 -0.65
Se 1.176 1.937 1.302 0.80
N 1.662 2.507 4.031 -0.01
C 0.671 1.509 4.474 -0.15
C -0.773 1.977 4.359 -0.20
C -1.194 3.110 5.303 -0.24
C -0.855 4.512 4.786 -0.10
C 2.456 3.292 4.863 -0.16
C 2.463 3.446 6.239 -0.01
C 3.374 4.346 6.776 -0.09
C 4.251 5.057 5.957 -0.09
C 4.238 4.900 4.577 -0.01
C 3.316 4.012 4.039 -0.15
H 0.610 6.574 0.723 0.07
H 1.223 4.921 0.600 0.03
H 1.861 6.188 -0.465 0.07
H 2.212 6.099 2.583 0.10
H 2.808 7.383 1.548 0.11
H 4.676 5.940 1.984 0.09
H 4.223 5.699 0.314 0.11
H 4.707 3.539 1.530 0.13
H 3.163 3.619 0.700 0.05
H 0.919 1.249 5.503 0.12
H 0.798 0.614 3.863 0.04
H -1.393 1.091 4.526 0.07
H -0.934 2.286 3.323 0.06
H -0.740 2.959 6.289 0.10
H -2.274 3.048 5.448 0.10
H 0.218 4.712 4.805 0.05
H -1.341 5.283 5.388 0.07
H -1.195 4.629 3.751 0.07
H 1.778 2.895 6.871 0.11
H 3.402 4.498 7.848 0.10
H 4.956 5.747 6.402 0.10
H 4.927 5.454 3.957 0.10
O -2.231 -2.739 -1.847 -0.67
S -3.587 -3.261 -2.278 1.02
C -4.209 -4.203 -0.892 -0.28
C -3.415 -5.486 -0.775 -0.28
C -2.854 -5.817 0.452 -0.05
C -2.081 -6.964 0.580 -0.08
C -1.863 -7.788 -0.516 -0.09
C -2.443 -7.477 -1.740 -0.08
C -3.217 -6.332 -1.867 -0.07
C -4.706 -1.797 -2.321 -0.24
C -5.711 -1.638 -1.215 -0.29
C -7.053 -1.916 -1.457 -0.06
C -7.989 -1.795 -0.438 -0.09
C -7.584 -1.411 0.834 -0.08
C -6.243 -1.132 1.084 -0.05
C -5.315 -1.234 0.059 -0.05
H -5.273 -4.364 -1.091 0.12
H -4.083 -3.581 -0.003 0.04
H -3.001 -5.160 1.303 0.10
H -1.637 -7.203 1.539 0.11
H -1.238 -8.669 -0.419 0.10
H -2.288 -8.121 -2.597 0.10
H -3.664 -6.093 -2.827 0.10
H -5.198 -1.869 -3.292 0.09
H -3.981 -0.982 -2.345 0.08
H -7.373 -2.228 -2.448 0.11
H -9.033 -2.007 -0.637 0.10
H -8.313 -1.330 1.633 0.10
H -5.898 -0.858 2.076 0.09
H -4.268 -1.036 0.267 0.06

=====

Arrangement 2

137
Properties=species:S:1:pos:R:3:lowdin_charge:R:1 method="wB97M-V/def2-TZVPD" homo_energy_ha=-0.199
Sc -0.386 -1.172 -0.897 0.52
C -0.977 0.680 -5.360 -0.05
C -1.157 -0.196 -4.296 -0.11
N -1.275 0.204 -3.031 0.08
C -1.309 1.527 -2.789 -0.15
C -1.209 2.501 -3.812 -0.14
C -0.981 2.040 -5.122 0.00
C -1.388 3.870 -3.500 -0.02
C -1.737 4.257 -2.241 -0.01
C -1.844 3.309 -1.195 -0.14
C -2.276 3.654 0.099 0.01
C -2.319 2.684 1.060 -0.04
C -1.846 1.398 0.758 -0.17
N -1.483 1.016 -0.454 0.08
C -1.533 1.948 -1.436 -0.15
H -0.856 0.304 -6.365 0.11
H -1.220 -1.266 -4.448 0.12
H -0.846 2.754 -5.920 0.12
H -1.295 4.594 -4.296 0.11
H -1.937 5.294 -2.016 0.12
H -2.568 4.675 0.300 0.12
H -2.685 2.883 2.053 0.11
H -1.801 0.665 1.552 0.03
S -2.471 -0.718 3.630 0.44
C -1.211 -1.304 2.693 -1.77
S -1.645 -1.991 1.154 0.49
S 0.387 -1.282 3.166 0.57
C 4.893 -2.261 -2.571 -0.05
C 4.361 -2.336 -1.150 -0.32
O 3.325 -1.390 -0.962 -0.28
P 2.150 -1.799 0.083 0.20
O 1.227 -0.613 0.144 -0.48
Te 1.062 -3.799 -0.635 0.70
O 3.063 -1.918 1.386 -0.27
C 3.025 -2.912 2.394 -0.35
C 4.377 -3.606 2.455 -0.07
H 5.705 -2.976 -2.684 0.08
H 5.258 -1.260 -2.788 0.07
H 4.106 -2.509 -3.277 0.06
H 5.162 -2.140 -0.429 0.12
H 3.962 -3.346 -0.965 0.06
H 2.226 -3.634 2.187 0.07
H 2.809 -2.406 3.336 0.07
H 4.546 -4.197 1.556 0.07
H 4.418 -4.260 3.320 0.07
H 5.163 -2.857 2.541 0.08
C 2.185 1.460 -2.053 -0.04
N 2.286 0.732 -3.300 -0.05
C 3.215 1.237 -4.288 -0.14
C 2.753 0.800 -5.670 -0.14
C 2.711 -0.719 -5.681 -0.16
N 1.985 -1.216 -4.534 -0.07
C 1.503 -2.572 -4.655 -0.03
C 1.748 -0.503 -3.406 -0.45
O 1.022 -0.988 -2.513 -0.15
H 2.220 2.530 -2.252 0.10
H 2.983 1.181 -1.360 0.09
H 1.241 1.231 -1.558 0.05
H 4.231 0.867 -4.092 0.13
H 3.232 2.326 -4.212 0.13
H 3.432 1.162 -6.442 0.12
H 1.757 1.207 -5.857 0.10
H 3.733 -1.122 -5.676 0.13
H 2.210 -1.083 -6.585 0.13
H 0.721 -2.635 -5.416 0.09
H 1.100 -2.905 -3.697 0.05
H 2.327 -3.226 -4.946 0.10
C 1.804 6.605 0.594 -0.10
C 2.888 6.784 1.649 -0.25
C 4.085 5.855 1.450 -0.19
C 3.783 4.368 1.655 -0.17
N 3.011 4.036 2.828 -0.02
C 1.985 3.131 2.806 -0.64
Se 1.230 2.429 1.315 0.84
N 1.594 2.882 4.075 -0.01
C 0.615 1.902 4.474 -0.16
C -0.824 2.374 4.299 -0.21
C -1.290 3.483 5.245 -0.24
C -0.941 4.891 4.770 -0.10
C 2.341 3.653 4.927 -0.16
C 2.277 3.808 6.302 -0.01
C 3.154 4.705 6.882 -0.09
C 4.077 5.407 6.115 -0.09
C 4.152 5.252 4.741 -0.01
C 3.260 4.376 4.141 -0.14
H 1.006 7.326 0.760 0.07
H 1.374 5.607 0.636 0.04
H 2.210 6.770 -0.403 0.07
H 2.457 6.625 2.639 0.10
H 3.247 7.816 1.613 0.11
H 4.893 6.164 2.115 0.09
H 4.461 5.957 0.430 0.11
H 4.729 3.813 1.691 0.13
H 3.207 3.988 0.807 0.05
H 0.812 1.632 5.513 0.13
H 0.754 1.008 3.856 0.01
H -1.456 1.494 4.438 0.03
H -0.940 2.698 3.264 0.05
H -0.872 3.321 6.240 0.10
H -2.376 3.410 5.332 0.10
H 0.124 5.094 4.849 0.05
H -1.467 5.632 5.370 0.07
H -1.235 5.014 3.730 0.07
H 1.558 3.266 6.894 0.11
H 3.121 4.864 7.948 0.10
H 4.754 6.095 6.601 0.10
H 4.879 5.807 4.170 0.10
O -1.920 -2.273 -1.809 -0.68
S -3.292 -2.763 -2.173 1.04
C -4.003 -3.458 -0.626 -0.27
C -3.333 -4.767 -0.339 -0.29
C -2.810 -5.024 0.921 -0.06
C -2.135 -6.206 1.168 -0.07
C -1.980 -7.143 0.163 -0.09
C -2.536 -6.912 -1.084 -0.09
C -3.211 -5.731 -1.333 -0.07
C -4.328 -1.205 -2.351 -0.22
C -5.241 -0.889 -1.220 -0.30
C -6.617 -1.075 -1.308 -0.05
C -7.429 -0.780 -0.226 -0.08
C -6.880 -0.317 0.957 -0.07
C -5.510 -0.133 1.055 -0.05
C -4.702 -0.408 -0.030 -0.06
H -5.074 -3.564 -0.798 0.11
H -3.819 -2.748 0.181 0.03
H -2.915 -4.288 1.702 0.09
H -1.722 -6.390 2.147 0.11
H -1.426 -8.050 0.347 0.10
H -2.432 -7.644 -1.869 0.10
H -3.635 -5.548 -2.311 0.10
H -4.869 -1.336 -3.288 0.09
H -3.561 -0.438 -2.475 0.08
H -7.062 -1.446 -2.222 0.11
H -8.496 -0.917 -0.307 0.10
H -7.518 -0.100 1.799 0.10
H -5.066 0.207 1.975 0.08
H -3.632 -0.271 0.042 0.06

=====

Of them, arrangement 2 has the lowest stability.